Computed, not measured: a single C4H9NO molecule at a distorted geometry, with ωB97M-V/def2-TZVPD.

Computed properties:
gap between HOMO and LUMO	10.63	eV
SMILES	[H]/N=C(\CC)OC
ΔE to the lowest compared entry with this formula, charge and spin	2.185	eV
total energy	-287.7522	Eh

ORCA input file:
```
! wB97M-V def2-TZVPD RIJCOSX def2/J DEFGRID3
* xyz 0 1
H -0.806 1.510 -1.506
N -1.113 0.831 -0.846
C -0.275 0.360 -0.022
C 1.206 0.723 0.066
C 2.178 -0.458 0.039
O -0.845 -0.520 0.811
C -2.350 -0.656 0.350
H 1.387 1.324 0.966
H 1.405 1.384 -0.789
H 2.046 -1.056 -0.868
H 3.217 -0.106 0.061
H 2.012 -1.106 0.903
H -2.340 -1.402 -0.446
H -2.714 -0.989 1.301
H -3.010 0.160 -0.021
*
```

Computed, not measured: 9 unconnected molecules or ions with the total composition C29H81F6N7O8P at a distorted geometry, with ωB97M-V/def2-TZVPD.

Computed properties:
gap between HOMO and LUMO	8.76	eV
ΔE to the lowest compared entry with this formula, charge and spin	0.000	eV
total energy	-3079.4569	Eh

ORCA input file:
```
! wB97M-V def2-TZVPD RIJCOSX def2/J DEFGRID3
* xyz -1 1
P 37.666 31.556 -23.292
F 36.095 31.402 -22.989
F 37.562 30.971 -24.783
F 37.495 33.031 -23.882
F 39.287 31.649 -23.364
F 37.789 32.178 -21.785
F 37.858 30.000 -22.813
C 34.707 28.054 -23.333
C 35.665 27.135 -24.113
C 35.732 27.505 -25.575
O 36.718 26.771 -26.256
C 36.679 27.027 -27.635
N 37.031 27.171 -23.528
H 34.520 27.606 -22.358
H 33.747 28.134 -23.866
H 35.098 29.067 -23.239
H 35.274 26.115 -24.019
H 35.932 28.590 -25.680
H 34.754 27.373 -26.068
H 37.335 27.848 -27.962
H 35.671 27.287 -27.983
H 37.027 26.126 -28.143
H 36.926 26.905 -22.547
H 37.217 28.168 -23.387
C 40.135 35.145 -25.054
C 40.832 35.033 -23.698
C 41.323 36.380 -23.222
O 42.441 36.789 -23.992
C 43.084 37.915 -23.448
N 39.979 34.448 -22.639
H 39.277 35.819 -25.003
H 39.927 34.200 -25.550
H 40.850 35.618 -25.753
H 41.702 34.379 -23.833
H 41.563 36.349 -22.155
H 40.498 37.099 -23.391
H 42.374 38.601 -22.962
H 43.541 38.502 -24.245
H 43.829 37.613 -22.703
H 39.777 33.481 -22.878
H 39.070 34.902 -22.731
C 39.061 38.267 -21.193
C 37.973 38.454 -22.232
C 37.421 37.101 -22.669
O 36.223 37.295 -23.388
C 35.490 36.089 -23.522
N 36.908 39.291 -21.630
H 39.839 37.569 -21.516
H 38.649 37.910 -20.245
H 39.547 39.217 -20.962
H 38.328 38.992 -23.113
H 37.231 36.504 -21.764
H 38.152 36.617 -23.335
H 36.095 35.298 -23.975
H 34.594 36.268 -24.113
H 35.134 35.768 -22.532
H 36.562 38.786 -20.810
H 36.103 39.232 -22.253
C 42.200 29.609 -19.150
C 40.785 29.705 -19.694
C 39.983 30.732 -18.923
O 39.854 30.434 -17.544
C 38.861 29.492 -17.251
N 40.852 30.061 -21.120
H 42.182 29.748 -18.064
H 42.805 30.427 -19.553
H 42.693 28.655 -19.328
H 40.329 28.712 -19.663
H 38.996 30.816 -19.399
H 40.511 31.686 -18.985
H 38.741 29.474 -16.171
H 39.139 28.495 -17.620
H 37.905 29.746 -17.731
H 41.535 30.810 -21.219
H 39.998 30.496 -21.465
C 37.884 36.678 -16.058
C 39.333 36.338 -16.311
C 39.665 36.141 -17.759
O 39.009 35.001 -18.219
C 39.043 34.906 -19.636
N 40.163 37.472 -15.804
H 37.194 35.925 -16.450
H 37.643 37.601 -16.593
H 37.668 36.752 -14.992
H 39.626 35.455 -15.730
H 40.753 36.000 -17.863
H 39.328 37.024 -18.325
H 38.495 35.738 -20.106
H 38.558 33.985 -19.949
H 40.074 34.906 -20.001
H 41.123 37.339 -16.120
H 40.231 37.394 -14.794
C 40.773 29.271 -25.046
C 40.017 27.988 -25.404
C 40.272 27.664 -26.853
O 39.767 26.378 -27.138
C 39.864 26.035 -28.484
N 40.522 26.823 -24.595
H 41.857 29.196 -25.178
H 40.685 29.472 -23.973
H 40.304 30.096 -25.589
H 38.962 28.100 -25.165
H 41.360 27.683 -27.040
H 39.785 28.402 -27.509
H 39.614 26.855 -29.175
H 39.268 25.142 -28.645
H 40.917 25.804 -28.747
H 41.502 26.687 -24.864
H 40.644 27.187 -23.645
C 33.916 33.264 -21.903
C 34.198 33.312 -20.406
C 32.943 33.094 -19.592
O 31.908 33.992 -19.914
C 32.016 35.210 -19.232
N 35.208 32.304 -19.979
H 34.843 33.388 -22.458
H 33.276 34.113 -22.178
H 33.359 32.382 -22.224
H 34.669 34.277 -20.185
H 33.142 33.113 -18.511
H 32.570 32.081 -19.787
H 32.915 35.757 -19.541
H 32.006 35.077 -18.142
H 31.147 35.822 -19.477
H 36.003 32.380 -20.617
H 34.838 31.389 -20.255
C 37.694 27.593 -20.351
O 37.355 26.231 -20.497
H 36.961 28.312 -20.741
H 37.831 27.859 -19.297
H 38.615 27.776 -20.900
H 36.644 26.017 -19.887
*
```